A | Computed, not measured: a cluster of 2 separate species, CHCl3S in total, with ωB97M-V/def2-TZVPD.

Each line ends with the Mulliken charge.
CARTESIAN COORDINATES (ANGSTROEM)
C  0.7832  -0.5887  0.1254  0.0119
S  0.6679  -0.4878  1.9749  0.1157
Cl  1.4711  -2.1548  -0.2272  -0.0918
Cl  1.7180  0.6508  -0.6868  -0.1047
Cl  -1.6952  1.1901  2.4127  -0.2510
H  -0.1101  -0.4205  -0.2716  0.3199

Calculated values
E_LUMO (spin up / spin down)	-4.16 / -4.18	eV
frontier orbital gap (spin up / spin down)	0.24166 / 0.23926	hartree

---

B | Computed, not measured: a cluster of 2 separate species, CHCl3S in total, with ωB97M-V/def2-TZVPD.

Each line ends with the Mulliken charge.
CARTESIAN COORDINATES (ANGSTROEM)
C  4.2109  -0.0165  -0.2353  0.3166
S  4.2826  1.0850  -1.4338  -0.1815
Cl  0.0564  -0.8826  -0.0835  -0.2034
Cl  4.1245  0.4749  1.3473  -0.0575
Cl  4.2618  -1.7183  -0.5718  -0.0791
H  -0.4889  -0.6361  0.9250  0.2049

Calculated values
E_LUMO	-0.87	eV
frontier orbital gap	0.31282	hartree

---

Order from most stable to least stable according to the calculation: B, A

---

A | Computed, not measured: the molecule C6H8N2S, with ωB97M-V/def2-TZVPD.

Each line ends with the Mulliken charge.
CARTESIAN COORDINATES (ANGSTROEM)
C  -1.5976  -0.3319  -2.0785  -0.4541
C  -1.1833  0.8982  -1.6372  -0.2771
C  -0.4019  -0.6993  -0.3919  0.0803
C  0.5173  0.3261  1.5655  -0.7220
C  0.3432  1.3657  0.4396  -0.6053
C  0.5303  -1.0419  0.8795  -0.0118
N  -1.0984  -1.3282  -1.2914  -0.6978
N  -0.4147  0.6416  -0.5436  0.2029
S  2.2080  -1.5022  0.2811  -0.2367
H  -2.2317  -0.5678  -2.9090  0.4367
H  -1.3754  1.8860  -2.0027  0.4098
H  1.4239  0.5067  2.1405  0.3495
H  -0.3419  0.3698  2.2376  0.3166
H  -0.1801  2.2611  0.7815  0.3681
H  1.3149  1.6604  0.0244  0.2692
H  0.1326  -1.8588  1.4671  0.4369
H  2.3549  -2.5854  1.0374  0.1347

Calculated values
E_LUMO	0.74	eV
frontier orbital gap	0.34240	hartree

---

B | Computed, not measured: the molecule C6H8N2S, with ωB97M-V/def2-TZVPD.

Each line ends with the Mulliken charge.
CARTESIAN COORDINATES (ANGSTROEM)
C  0.5301  3.1644  -0.4059  -0.7384
C  -0.2351  2.3345  0.2149  -0.1256
C  1.0607  1.8917  -0.2389  0.6515
C  -1.6173  -1.2405  -0.6409  -0.3076
C  -1.2771  -2.5150  -0.0017  -0.3806
C  1.9761  -0.2863  0.5803  -0.3934
N  1.9923  1.1456  -0.2866  -0.6213
N  -0.2440  -1.4531  -0.1885  -0.1846
S  0.3247  -0.6936  1.2509  -0.0861
H  0.6725  4.1457  -0.8024  0.3402
H  -1.2257  2.3162  0.6702  0.3388
H  -1.8231  -1.2110  -1.7418  0.2270
H  -2.5064  -0.6080  -0.0782  0.1840
H  -1.5094  -2.7071  1.0395  0.2915
H  -1.0564  -3.3207  -0.7748  0.1867
H  2.4730  0.0037  1.5121  0.3014
H  2.4651  -0.9666  -0.1082  0.3163

Calculated values
E_LUMO	0.82	eV
frontier orbital gap	0.33260	hartree

---

Order from most stable to least stable according to the calculation: A, B